[1]
Formula: F3Li4
Source: the OMol25 dataset
Level of theory: the ωB97M-V functional and the def2-TZVPD basis

**Spin multiplicity**: 2
**DFT total energy**: -8974.715 eV
**HOMO (spin up / spin down)**: -5.20 / -7.90 eV
**Expectation value of S²**: 0.750

```
7
Properties=species:S:1:pos:R:3:lowdin_charge:R:1
F -1.3389 1.3204 -1.1150 -0.795
Li 0.0548 -0.5000 -2.0431 0.544
F 0.5745 -0.2998 0.2294 -0.855
Li 0.9347 1.8811 -0.5263 0.663
Li 1.9667 -1.6975 -0.0307 0.599
Li -1.1641 0.5147 1.0106 0.691
F -1.0276 -1.2189 2.4750 -0.848
```


[2]
Formula: C8H16BrN3O2
Source: the OMol25 dataset
Level of theory: the ωB97M-V functional and the def2-TZVPD basis

**DFT total energy**: -87153.915 eV
**HOMO**: -6.89 eV

```
30
Properties=species:S:1:pos:R:3:lowdin_charge:R:1
C -2.5638 -1.4936 -1.0815 -0.450
H -3.3177 -2.1843 -1.6895 0.130
H 4.8317 -1.8908 0.0075 0.104
C -2.3484 0.4340 0.4145 -0.190
C -2.4142 -2.0471 0.4793 -0.165
H 0.4001 -0.0697 0.3297 0.111
O 2.2269 -1.5792 -0.7633 -0.035
H -0.1376 3.0480 1.0606 0.135
H -0.3515 1.3990 2.0440 0.118
H -1.4765 -1.4586 -1.5355 -0.060
H -3.3754 -2.6478 0.8246 0.114
C -0.4683 1.9265 1.0056 -0.146
Br -1.7754 -0.3254 -2.9354 0.399
H 1.8374 2.6737 -0.8305 0.153
N -2.2670 -0.7746 1.3213 0.031
C 1.9626 1.6399 -0.2484 -0.187
H -0.0951 1.1759 -1.1168 0.101
H 2.3784 1.9212 0.8235 0.136
C 4.3565 -0.9048 0.4770 -0.025
O 2.8757 0.8175 -1.0558 -0.104
H -1.5129 -2.8144 0.6273 0.129
H 4.0407 -1.1508 1.5790 0.093
C 3.0531 -0.5345 -0.5020 -0.265
C 0.4510 1.0316 -0.0671 -0.148
H -2.6067 2.5316 0.4467 0.160
H -2.4719 0.4494 -1.7083 -0.229
H -1.4675 -0.8350 1.9891 0.115
N -2.9699 -0.0421 -0.9072 -0.116
H 5.1436 -0.0388 0.4198 0.086
N -1.9380 1.7435 0.5919 0.006
```


[3]
Formula: C12H27BeBrClFN3Na3O11S2
Source: the OMol25 dataset
Level of theory: the ωB97M-V functional and the def2-TZVPD basis

**DFT total energy**: -160468.350 eV
**HOMO**: -3.66 eV

```
62
Properties=species:S:1:pos:R:3:lowdin_charge:R:1
N 5.5865 0.3168 -2.6002 -0.084
H 1.8563 0.6848 -5.2625 -0.011
H -5.0146 -1.6041 2.8505 0.072
H -3.0325 -4.7062 3.8237 0.104
C 1.2286 1.4658 -4.8940 -0.218
O 2.7891 -0.1760 3.4662 0.100
N 3.2507 1.6672 -2.9865 -0.434
C 0.0079 1.0389 -4.0650 -0.567
H -0.7036 -3.8859 3.8778 0.077
H -1.8045 -2.5532 3.5659 0.048
Na 2.6127 0.1863 5.6579 0.678
H 0.8881 -0.4321 -3.3001 0.089
H -4.9325 -5.7885 4.3881 0.066
O 0.2117 0.1888 -3.0234 0.086
H 4.1010 7.3328 -7.9389 -0.109
C -5.5252 -5.2774 5.1468 -0.084
H 5.5021 0.9450 -1.8164 0.032
C 1.6969 0.1494 3.0922 -0.595
N -3.7117 -3.4926 5.4256 -0.201
O 1.1246 1.3347 3.4093 0.125
O -1.0629 1.4448 -4.2640 0.188
H 0.8079 2.0581 -5.6888 0.101
H 2.4383 5.5003 -6.3685 0.017
S 4.6092 0.9763 -3.7486 0.468
Be 2.4686 2.0739 -1.4235 0.226
H -3.4965 -1.5858 4.6462 0.094
H -1.0503 -0.3305 2.9625 0.133
C 2.3180 6.5633 -6.1463 -0.369
Na 2.9993 -0.8362 -5.9850 0.577
H -6.0164 -6.0453 5.7465 0.072
O 4.8725 6.7696 -7.7098 -0.332
C -1.5038 -3.2880 4.3146 -0.093
H 3.0952 6.7322 -5.3747 0.075
H -5.3317 -3.7999 6.6968 0.112
C -4.8983 -2.5649 3.3558 -0.080
C -4.2795 -2.3442 4.7428 -0.247
H 1.3869 6.5897 -5.5219 0.081
Cl 3.2264 0.0204 -0.9325 0.008
C 0.0249 1.4954 2.5026 -0.290
H -4.1175 -5.0351 6.7403 0.109
O 2.7682 3.5573 -4.7883 -0.533
H -4.2773 -3.1939 2.7167 0.067
H 5.2293 -0.5889 -2.3470 0.013
H -5.8893 -3.0088 3.4194 0.055
C -0.3600 0.0716 2.2191 -0.021
Br 3.4258 2.3442 -6.5829 0.427
C -4.6697 -4.3855 6.0545 -0.248
O 0.9119 -0.6014 2.3309 0.104
O 5.4339 1.9089 -4.3828 -0.283
O 1.4874 3.1613 -2.9009 -0.311
H -0.7917 -0.0588 1.2314 0.152
H 0.3556 2.0593 1.6282 0.160
H -6.3133 -4.7133 4.6513 0.055
O 2.3588 7.3738 -7.2087 -0.209
H -2.2523 -4.9621 5.3789 0.120
O 4.2175 -0.1229 -4.6265 -0.443
S 2.2616 2.5135 -3.9204 0.463
Na 3.2305 3.5228 -8.6551 0.398
F -0.9712 2.1633 3.1273 0.090
H -1.0964 -2.7598 5.1800 0.076
H -5.0230 -1.8785 5.3925 0.116
C -2.6575 -4.1901 4.7208 -0.273
```


[4]
Formula: H32NO19
Source: the OMol25 dataset
Level of theory: the ωB97M-V functional and the def2-TZVPD basis

**Net charge**: -1
**DFT total energy**: -40912.324 eV
**HOMO**: -7.14 eV
**ΔE to the lowest compared entry with this formula, charge and spin**: 16.3 kcal/mol

```
52
Properties=species:S:1:pos:R:3:lowdin_charge:R:1
O -0.3196 -0.0898 3.6082 -0.036
H 1.7554 -0.9428 -2.9738 0.009
H -3.1946 -2.5848 0.7232 0.041
H -0.4846 2.6832 2.4472 0.079
H 2.5684 -4.0318 -0.3928 0.016
H -0.8146 1.5272 -2.0628 0.020
O 2.3284 -2.4068 2.0392 -0.049
O 1.8924 2.4682 -3.1868 -0.060
H 2.0144 -1.8768 1.3312 -0.050
H 2.3204 0.3962 1.3822 0.028
H 2.2784 1.5092 2.5202 0.089
H -3.0256 0.2602 -0.9478 -0.043
H -0.9516 -0.9248 -3.7978 0.040
O 1.9314 0.6322 2.2622 -0.070
H -0.3766 -0.6568 -2.4718 0.007
H 0.2934 1.6442 1.6932 -0.023
H 2.8614 -1.6228 -2.1798 0.007
H 0.5184 0.0682 3.2662 -0.060
H -3.6126 1.1392 2.8432 0.065
O 0.6894 -1.4338 -0.1378 -0.003
O 2.6244 -3.2748 -0.9258 -0.038
O 2.6254 -0.8178 -2.6158 -0.019
O -2.8166 1.7782 0.1052 -0.050
H 2.6974 -1.7488 2.6592 0.038
H -2.5096 0.8262 1.8002 0.002
O -1.4156 1.8232 -2.8188 -0.073
H 0.9774 2.7322 -0.3498 0.002
H -1.9796 -1.8108 0.1732 -0.027
H 1.7964 -2.7968 -0.7398 0.011
O 1.9054 2.7282 -0.5308 -0.065
N -0.0346 -0.4178 -0.0108 -0.471
O -0.3916 2.2842 1.5682 -0.040
H 2.7724 -0.1888 -1.0378 -0.048
H -0.8536 0.1982 2.8712 -0.040
O -2.3146 -2.4068 2.8232 -0.058
H 2.0184 3.2932 -3.6608 0.029
O 0.0104 0.5642 -0.7948 -0.046
H -3.2196 2.2252 -0.6428 0.066
O -3.6296 -0.3228 -1.3798 -0.050
H 2.3084 1.8312 -0.5418 0.023
H -1.4006 1.1532 -3.4888 0.002
O 3.1074 0.0782 -0.2218 -0.035
H -1.8966 -1.6568 2.4182 -0.030
H 4.0184 0.1732 -0.5268 0.094
O -0.9486 -0.4518 0.8152 -0.023
H 1.5074 2.5762 -2.3268 -0.035
H -3.0966 -1.0698 -1.6298 0.005
O -2.9176 0.4792 2.6272 -0.075
H -2.9966 -2.0708 3.4182 0.038
H -2.0056 2.2502 0.2292 0.012
O -0.1486 -1.0778 -3.3088 -0.027
O -2.4656 -2.6398 0.0802 -0.078
```


[5]
Formula: C8H9ClN2O
Source: the OMol25 dataset
Level of theory: the ωB97M-V functional and the def2-TZVPD basis

**Net charge**: +2
**DFT total energy**: -25969.654 eV
**HOMO (spin up / spin down)**: -17.62 / -18.35 eV
**SMILES**: C[N+](=O)C(=[NH2+])c1ccc(Cl)cc1
**ΔE to the lowest compared entry with this formula, charge and spin**: 0.9 kcal/mol

```
21
Properties=species:S:1:pos:R:3:lowdin_charge:R:1
H -1.1944 -1.5474 1.5128 0.134
C -2.0085 -1.6246 0.7776 0.078
N -1.7393 1.7955 -0.4011 0.279
H -2.9478 -1.9617 1.0523 0.099
C 0.1412 0.4026 -0.0774 -0.089
H -2.7329 2.1081 -0.3881 0.187
C -1.2328 0.6008 -0.1805 -0.178
C 1.0450 1.3898 0.4776 0.078
C 0.7312 -0.7481 -0.6790 0.011
N -2.1633 -0.4771 -0.1270 -0.107
Cl 4.6183 -0.3031 0.0500 0.986
H 0.5366 2.1873 0.8617 0.106
H -1.2110 2.5494 -0.8302 0.168
H 2.5104 -2.0300 -1.1028 0.186
H -1.7851 -2.5164 0.1380 0.143
O -3.3225 -0.2161 -0.4632 0.201
H 3.1509 1.9233 0.8493 0.180
C 2.4039 1.1340 0.4080 -0.019
C 2.9648 -0.0788 -0.0801 -0.573
C 2.0453 -1.0706 -0.6213 0.001
H 0.1901 -1.5167 -1.1768 0.129
```